[1]
C26H27IN8O5STi as an isolated structure in a non-equilibrium geometry. Source: the OMol25 dataset; level of theory: ωB97M-V/def2-TZVPD.

Energy above the lowest of the compared OMol25 structures with the same formula, charge and spin (kJ/mol): 77.7
LUMO energy (Ha): -0.2445
Total charge: +2
E (hartree): -3366.119399

Element x y z (Å)
Ti1 -0.015 -0.404 -0.012
C1 -2.467 1.688 -0.002
N1 -2.292 0.221 0.134
C2 -3.171 -0.423 -0.866
C3 -2.940 -1.903 -0.901
C4 -3.800 -2.762 -1.566
C5 -3.515 -4.117 -1.552
C6 -2.393 -4.562 -0.862
C7 -1.589 -3.631 -0.237
N2 -1.850 -2.318 -0.265
C8 -2.726 -0.176 1.514
C9 -1.689 -0.815 2.396
C10 -2.038 -1.188 3.677
C11 -1.089 -1.779 4.495
C12 0.191 -1.992 4.005
C13 0.480 -1.599 2.720
N3 -0.444 -1.007 1.936
C14 -1.369 2.406 0.715
C15 -1.408 3.774 0.920
C16 -0.368 4.372 1.604
C17 0.667 3.577 2.085
C18 0.635 2.229 1.827
N4 -0.359 1.641 1.137
H1 -3.437 1.986 0.403
H2 -2.454 1.959 -1.054
H3 -2.967 0.019 -1.841
H4 -4.217 -0.218 -0.622
H5 -4.678 -2.378 -2.073
H6 -4.165 -4.819 -2.058
H7 -2.143 -5.613 -0.812
H8 -0.698 -3.934 0.299
H9 -3.564 -0.869 1.440
H10 -3.100 0.704 2.035
H11 -3.049 -1.019 4.028
H12 -1.349 -2.075 5.504
H13 0.958 -2.459 4.605
H14 1.456 -1.747 2.282
H15 -2.245 4.354 0.551
H16 -0.367 5.440 1.775
H17 1.490 3.999 2.646
H18 1.421 1.579 2.186
N5 -0.582 -1.323 -2.736
N6 -0.831 -0.366 -3.730
C19 -0.444 0.900 -3.508
N7 -0.441 1.724 -4.551
S1 0.021 1.464 -1.977
H19 0.365 -1.680 -2.848
H20 -1.246 -2.080 -2.846
H21 -0.896 -0.693 -4.686
H22 -0.619 1.412 -5.493
H23 -0.153 2.679 -4.418
I1 7.441 4.117 -0.835
C20 5.941 2.738 -0.453
C21 6.273 1.478 0.037
C22 5.270 0.566 0.308
C23 3.939 0.911 0.079
C24 3.615 2.169 -0.428
C25 4.616 3.088 -0.690
C26 2.897 -0.064 0.415
O1 3.077 -1.099 0.989
O2 1.605 0.316 0.052
H24 7.308 1.214 0.204
H25 5.504 -0.417 0.695
H26 2.582 2.423 -0.623
H27 4.374 4.067 -1.079
O3 2.184 -1.701 -1.944
N8 1.842 -2.445 -1.049
O4 2.316 -3.479 -0.729
O5 0.697 -2.060 -0.353

Mulliken population analysis, charges in e, atoms 1 to 5: 0.3350 -2.2805 1.3284 -1.5938 0.3413


[2]
C31H54Cl2P2Yb as an isolated structure in a non-equilibrium geometry. Source: the OMol25 dataset; level of theory: ωB97M-V/def2-TZVPD.

<S²>: 0.751
Multiplicity: 2
LUMO energy (spin up / spin down) (Ha): 0.0850 / 0.0851
Total charge: -1
E (hartree): -3975.516202

Element x y z (Å)
P1 -0.301 0.712 -1.408
C1 -1.954 0.231 -2.093
C2 -2.437 1.094 -3.255
C3 -3.884 0.717 -3.594
C4 -4.037 -0.786 -3.850
C5 -3.490 -1.640 -2.703
C6 -2.038 -1.270 -2.378
C7 1.119 0.123 -2.412
C8 1.004 0.525 -3.870
C9 2.323 0.166 -4.565
C10 2.682 -1.312 -4.374
C11 2.691 -1.745 -2.904
C12 1.374 -1.376 -2.221
C13 -0.250 2.580 -1.420
C14 -1.376 3.179 -0.561
C15 -1.362 4.710 -0.677
C16 -0.007 5.318 -0.305
C17 1.146 4.653 -1.062
C18 1.113 3.126 -0.973
H1 -2.594 0.422 -1.205
H2 -1.787 0.940 -4.128
H3 -2.384 2.162 -3.004
H4 -4.213 1.289 -4.470
H5 -4.523 1.002 -2.746
H6 -5.091 -1.025 -4.021
H7 -3.498 -1.044 -4.770
H8 -4.094 -1.473 -1.800
H9 -3.548 -2.705 -2.958
H10 -1.668 -1.830 -1.506
H11 -1.393 -1.526 -3.234
H12 1.974 0.640 -1.942
H13 3.119 0.786 -4.128
H14 0.794 1.601 -3.969
H15 0.166 -0.015 -4.336
H16 2.251 0.411 -5.629
H17 3.657 -1.517 -4.827
H18 1.944 -1.923 -4.908
H19 2.862 -2.825 -2.815
H20 3.507 -1.236 -2.370
H21 1.398 -1.610 -1.149
H22 0.545 -1.962 -2.641
H23 -0.409 2.841 -2.484
H24 -2.362 2.798 -0.865
H25 -1.272 2.882 0.499
H26 -1.587 4.972 -1.719
H27 -2.160 5.137 -0.058
H28 0.157 5.211 0.774
H29 -0.014 6.391 -0.525
H30 2.112 5.023 -0.701
H31 1.069 4.920 -2.123
H32 1.927 2.710 -1.582
H33 1.335 2.798 0.053
Yb1 -0.227 0.382 1.313
Cl1 2.285 0.558 0.710
Cl2 -2.764 0.550 1.456
C19 -0.494 -1.879 0.592
H34 -1.595 -1.814 0.750
C20 0.147 -3.115 0.758
C21 1.593 -3.105 0.881
C22 2.311 -4.291 0.920
C23 1.632 -5.519 0.882
C24 0.231 -5.557 0.834
C25 -0.514 -4.393 0.789
H35 2.077 -2.132 0.938
H36 3.400 -4.250 0.981
H37 -0.280 -6.530 0.834
H38 -1.604 -4.401 0.772
H39 2.203 -6.437 0.902
C26 -1.992 0.473 5.373
C27 -0.523 0.900 5.443
P2 0.407 0.248 4.031
C28 2.085 0.947 4.089
C29 2.728 1.071 5.457
C30 0.452 -1.573 4.209
C31 0.818 -2.097 5.593
H40 -2.440 0.742 4.407
H41 -2.552 0.981 6.165
H42 -2.118 -0.607 5.512
H43 -0.450 1.997 5.376
H44 -0.028 0.562 6.362
H45 2.707 0.391 3.363
H46 1.978 1.954 3.659
H47 2.971 0.098 5.912
H48 3.669 1.625 5.336
H49 2.083 1.645 6.137
H50 -0.565 -1.918 3.944
H51 1.120 -1.983 3.428
H52 0.183 -1.658 6.377
H53 0.650 -3.183 5.592
H54 1.880 -1.927 5.836

Mulliken population analysis, charges in e, atoms 1 to 5: 0.1101 0.4593 -0.5199 -0.9247 -0.7452


[3]
An isolated ion of composition C6H5N2O3 and charge -1 in a non-equilibrium geometry. Source: the OMol25 dataset; level of theory: ωB97M-V/def2-TZVPD.

<S²>: 2.045
Multiplicity: 3
LUMO energy (spin up / spin down) (Ha): 0.1363 / 0.0372
Total charge: -1
E (hartree): -566.602513

Element x y z (Å)
C1 1.732 1.212 -0.535
C2 2.317 0.159 0.138
C3 0.363 1.247 -0.786
C4 1.557 -0.939 0.549
C5 -0.348 0.171 -0.343
C6 0.213 -0.918 0.340
N1 -2.077 0.030 -0.799
N2 -2.902 0.140 0.135
O1 -2.636 0.449 1.343
O2 -4.078 -0.074 -0.165
O3 -0.460 -2.079 0.525
H1 2.251 2.081 -0.956
H2 3.363 0.176 0.638
H3 -0.002 2.105 -1.314
H4 1.975 -1.866 1.107
H5 -1.267 -1.894 0.123

Mulliken population analysis, charges in e, atoms 1 to 5: -0.1719 -0.7202 -0.6483 -0.1256 0.6247


Question: Look up the E of the third one.
Answer: -566.602513 hartree